Molecular formula: C26H52O52S13
Method: DFT, ωB97M-V/def2-TZVPD

The calculation puts the HOMO energy at -10.806 eV. For the energy relative to the best compared isomer or geometry (same formula, charge and spin), the calculation gives 414.6 kJ/mol. The value obtained for the strongest force on any atom is 3.4 eV Å⁻¹. The spin multiplicity is 1.

Geometry (Å):
1 C -16.734 -19.236 -8.008
2 C -15.986 -18.645 -6.721
3 O -15.127 -17.616 -7.237
4 S -15.933 -16.932 -8.461
5 O -14.984 -16.252 -9.290
6 O -17.128 -16.254 -8.037
7 O -16.301 -18.407 -9.075
8 H -17.801 -19.027 -7.908
9 H -16.598 -20.313 -7.961
10 H -15.306 -19.405 -6.345
11 H -16.673 -18.337 -5.936
12 C -23.222 -23.683 -14.426
13 C -22.974 -22.703 -15.600
14 O -22.264 -21.595 -15.088
15 S -22.182 -21.601 -13.438
16 O -23.327 -20.922 -12.901
17 O -20.853 -21.318 -13.018
18 O -22.400 -23.184 -13.404
19 H -22.911 -24.706 -14.636
20 H -24.257 -23.763 -14.088
21 H -23.918 -22.374 -16.027
22 H -22.288 -23.229 -16.263
23 C -12.683 -25.561 -16.097
24 C -12.247 -26.743 -15.280
25 O -12.576 -26.403 -13.948
26 S -12.750 -24.766 -13.732
27 O -11.721 -24.264 -12.878
28 O -14.120 -24.314 -13.624
29 O -12.271 -24.496 -15.252
30 H -13.773 -25.640 -16.164
31 H -12.291 -25.499 -17.106
32 H -11.165 -26.840 -15.411
33 H -12.697 -27.677 -15.612
34 C -16.176 -20.397 -11.520
35 C -15.314 -21.653 -11.586
36 O -15.740 -22.427 -12.714
37 S -17.191 -21.967 -13.234
38 O -18.199 -22.429 -12.314
39 O -17.311 -22.113 -14.664
40 O -16.816 -20.413 -12.801
41 H -15.580 -19.559 -11.163
42 H -17.005 -20.474 -10.814
43 H -15.452 -22.311 -10.732
44 H -14.292 -21.379 -11.833
45 C -21.616 -19.819 -10.007
46 C -20.816 -21.135 -9.652
47 O -20.150 -20.849 -8.439
48 S -21.195 -20.015 -7.514
49 O -20.518 -19.153 -6.593
50 O -22.199 -20.896 -6.984
51 O -21.759 -19.133 -8.766
52 H -22.627 -19.954 -10.378
53 H -20.904 -19.319 -10.659
54 H -20.163 -21.182 -10.523
55 H -21.406 -22.051 -9.668
56 C -17.275 -24.847 -17.654
57 C -16.749 -24.983 -16.207
58 O -17.917 -25.237 -15.478
59 S -18.894 -26.254 -16.291
60 O -20.278 -26.027 -15.985
61 O -18.343 -27.576 -16.194
62 O -18.420 -25.632 -17.735
63 H -16.506 -25.212 -18.338
64 H -17.516 -23.816 -17.925
65 H -16.335 -24.058 -15.810
66 H -15.990 -25.769 -16.160
67 C -17.272 -24.783 -5.527
68 C -18.694 -25.135 -6.205
69 O -18.565 -24.650 -7.513
70 S -17.794 -23.269 -7.471
71 O -18.512 -22.240 -6.764
72 O -17.141 -22.943 -8.705
73 O -16.673 -23.919 -6.486
74 H -16.706 -25.701 -5.392
75 H -17.315 -24.157 -4.636
76 H -19.450 -24.607 -5.627
77 H -18.774 -26.210 -6.089
78 C -11.363 -22.740 -8.340
79 C -12.561 -23.395 -8.989
80 O -13.128 -22.420 -9.813
81 S -12.944 -20.954 -9.108
82 O -13.873 -20.816 -8.023
83 O -12.952 -19.956 -10.150
84 O -11.459 -21.345 -8.675
85 H -10.441 -23.020 -8.853
86 H -11.271 -22.735 -7.255
87 H -13.272 -23.750 -8.233
88 H -12.352 -24.342 -9.488
89 C -14.910 -27.268 -11.053
90 C -15.413 -25.828 -11.141
91 O -16.014 -25.644 -9.888
92 S -15.402 -26.609 -8.685
93 O -16.398 -27.562 -8.270
94 O -14.739 -25.757 -7.725
95 O -14.344 -27.273 -9.768
96 H -14.166 -27.427 -11.832
97 H -15.745 -27.963 -11.145
98 H -16.107 -25.462 -11.899
99 H -14.626 -25.064 -11.191
100 C -13.402 -17.195 -12.426
101 C -14.726 -17.334 -13.263
102 O -14.670 -16.163 -14.088
103 S -13.210 -15.483 -14.212
104 O -13.452 -14.079 -14.426
105 O -12.307 -16.228 -15.043
106 O -12.999 -15.861 -12.679
107 H -12.611 -17.867 -12.750
108 H -13.542 -17.400 -11.367
109 H -15.674 -17.520 -12.767
110 H -14.587 -18.089 -14.042
111 C -11.653 -20.350 -17.216
112 C -12.322 -19.174 -16.468
113 O -13.561 -19.721 -15.989
114 S -13.476 -21.319 -15.652
115 O -14.735 -21.944 -15.945
116 O -12.851 -21.538 -14.392
117 O -12.363 -21.511 -16.828
118 H -10.611 -20.616 -17.035
119 H -11.722 -20.116 -18.279
120 H -12.611 -18.395 -17.168
121 H -11.762 -18.701 -15.661
122 C -9.999 -21.233 -13.088
123 C -10.964 -20.754 -12.032
124 O -11.082 -19.372 -12.130
125 S -9.592 -18.795 -12.492
126 O -8.908 -18.543 -11.255
127 O -9.656 -17.746 -13.441
128 O -9.082 -20.110 -13.294
129 H -10.528 -21.321 -14.038
130 H -9.373 -22.106 -12.931
131 H -10.407 -20.937 -11.101
132 H -11.886 -21.325 -12.031
133 C -19.370 -19.949 -15.913
134 C -18.171 -19.256 -16.520
135 O -18.254 -19.284 -17.937
136 S -19.259 -20.421 -18.453
137 O -18.519 -21.586 -18.849
138 O -20.179 -19.860 -19.403
139 O -19.941 -20.717 -17.003
140 H -20.208 -19.339 -15.580
141 H -19.086 -20.657 -15.140
142 H -17.236 -19.456 -15.996
143 H -18.244 -18.163 -16.441